Computed, not measured: a structure of composition C40H40AsHfN4O3S at a distorted geometry, with ωB97M-V/def2-TZVPD.

LUMO level   -9.29 eV
DFT total energy   -4674.20457 hartree
F_max   0.030 Eh/bohr
Kohn-Sham gap   6.617 eV
Charge   +3
HOMO   -15.91 eV

Each line ends with the Löwdin charge.
Geometry (Å):
Hf  -0.664  -1.079  -0.287  1.376
O  -0.301  -1.041  6.808  -0.025
C  -0.904  -2.106  6.128  -0.191
C  -0.896  -1.787  4.662  -0.114
C  -0.405  -0.580  4.175  0.054
C  -0.419  -0.363  2.817  -0.072
N  -0.906  -1.267  1.940  -0.067
C  -1.407  -2.435  2.413  -0.196
C  -1.397  -2.722  3.755  0.076
C  -1.939  -3.364  1.380  -0.189
C  -2.775  -4.402  1.702  0.085
C  -3.229  -5.257  0.695  -0.110
C  -4.134  -6.409  1.021  -0.181
O  -4.303  -6.446  2.414  -0.032
C  -2.830  -5.003  -0.613  0.042
C  -2.039  -3.915  -0.882  -0.084
N  -1.585  -3.088  0.093  -0.061
H  -0.292  -1.219  7.756  0.122
H  -1.948  -2.261  6.425  0.153
H  -0.379  -3.058  6.272  0.150
H  -0.012  0.166  4.851  0.138
H  -0.033  0.562  2.403  0.122
H  -1.769  -3.674  4.110  0.143
H  -3.084  -4.581  2.720  0.129
H  -3.683  -7.323  0.622  0.152
H  -5.079  -6.253  0.488  0.152
H  -4.817  -7.221  2.665  0.121
H  -3.146  -5.636  -1.432  0.147
H  -1.748  -3.677  -1.895  0.082
S  -0.904  -1.185  -2.685  0.624
C  -1.210  0.465  -3.342  -0.615
C  -1.241  0.575  -4.724  -0.093
C  -1.450  1.819  -5.310  -0.027
C  -1.624  2.948  -4.524  -0.030
C  -1.599  2.838  -3.139  -0.076
C  -1.400  1.599  -2.548  -0.396
As  -1.491  1.455  -0.634  1.241
C  -0.864  3.085  0.073  -0.411
C  0.356  3.564  -0.396  -0.105
C  0.830  4.764  0.111  -0.039
C  0.096  5.455  1.069  -0.036
C  -1.109  4.951  1.542  -0.047
C  -1.598  3.748  1.050  -0.097
C  -3.337  1.189  -0.222  -0.381
C  -3.724  -0.079  0.199  -0.149
C  -5.056  -0.388  0.424  -0.050
C  -6.009  0.604  0.235  -0.031
C  -5.632  1.874  -0.186  -0.027
C  -4.298  2.172  -0.425  -0.074
H  -1.100  -0.301  -5.344  0.114
H  -1.471  1.900  -6.389  0.127
H  -1.780  3.914  -4.985  0.125
H  -1.724  3.725  -2.532  0.115
H  0.938  3.034  -1.139  0.083
H  1.772  5.158  -0.246  0.121
H  0.467  6.397  1.452  0.123
H  -1.672  5.495  2.289  0.121
H  -2.537  3.356  1.419  0.102
H  -3.002  -0.886  0.370  0.028
H  -5.351  -1.379  0.742  0.116
H  -7.053  0.384  0.412  0.126
H  -6.385  2.637  -0.336  0.127
H  -4.021  3.160  -0.768  0.119
C  5.963  3.595  -1.769  -0.054
C  5.429  2.617  -2.802  -0.170
N  5.072  1.310  -2.208  -0.034
C  5.967  0.179  -2.487  -0.190
C  7.301  0.278  -1.769  -0.059
C  3.906  1.245  -1.569  -0.407
O  3.082  2.159  -1.526  0.045
C  3.494  -0.003  -0.799  -0.056
C  4.245  -0.783  0.068  0.066
C  3.625  -1.773  0.836  0.013
C  2.270  -1.953  0.738  -0.089
N  1.533  -1.192  -0.108  -0.110
C  2.139  -0.255  -0.856  -0.071
H  6.178  4.553  -2.241  0.090
H  6.884  3.233  -1.312  0.074
H  5.224  3.768  -0.986  0.073
H  6.167  2.410  -3.576  0.127
H  4.541  3.018  -3.288  0.123
H  6.116  0.161  -3.568  0.132
H  5.454  -0.750  -2.253  0.110
H  7.887  1.121  -2.134  0.082
H  7.886  -0.626  -1.940  0.090
H  7.172  0.413  -0.692  0.074
H  5.309  -0.612  0.175  0.129
H  4.194  -2.385  1.522  0.134
H  1.744  -2.689  1.331  0.123
H  1.524  0.355  -1.512  0.105

***

Computed, not measured: a structure of composition C40H40AsN4O8STi at a distorted geometry, with ωB97M-V/def2-TZVPD.

LUMO level   -3.70 eV
DFT total energy   -5852.43633 hartree
F_max   0.061 Eh/bohr
Kohn-Sham gap   6.002 eV
Charge   +1
HOMO   -9.70 eV

Each line ends with the Löwdin charge.
Geometry (Å):
Ti  -0.219  -0.157  -0.119  1.166
C  6.454  -0.463  -2.337  -0.032
C  5.000  -0.341  -1.979  -0.251
C  4.065  -0.004  -2.964  0.033
C  2.712  -0.018  -2.706  -0.094
C  1.677  0.460  -3.692  -0.294
N  0.767  -0.612  -4.042  -0.005
C  1.240  -1.542  -5.053  -0.196
C  0.211  -2.663  -5.145  -0.148
C  0.340  -3.688  -4.019  -0.137
N  -0.169  -3.292  -2.701  0.124
C  -0.705  -4.204  -1.943  0.017
C  -1.047  -4.276  -0.573  -0.085
C  -1.462  -5.564  -0.146  0.022
C  -1.714  -5.881  1.162  -0.254
C  -2.087  -7.274  1.584  -0.038
C  -1.611  -4.843  2.096  0.044
C  -1.252  -3.559  1.743  -0.093
C  -1.220  -2.526  2.770  -0.067
N  -1.149  -1.305  2.461  0.031
C  -1.122  -0.269  3.448  -0.155
C  -0.158  0.750  2.854  -0.274
C  1.246  0.101  2.726  -0.154
N  1.510  -0.243  1.337  -0.012
C  2.727  -0.395  0.972  -0.065
C  3.161  -0.499  -0.397  -0.109
C  4.534  -0.480  -0.689  0.029
C  2.234  -0.452  -1.461  -0.250
O  0.977  -0.806  -1.333  -0.169
C  -0.923  -3.220  0.389  -0.222
O  -0.509  -2.055  0.069  -0.146
H  6.564  -0.988  -3.285  0.085
H  7.005  -1.007  -1.573  0.083
H  6.901  0.526  -2.451  0.083
H  4.413  0.284  -3.949  0.137
H  2.196  0.861  -4.581  0.161
H  -0.082  -0.174  -4.383  0.117
H  2.211  -1.935  -4.739  0.124
H  1.379  -1.060  -6.031  0.126
H  0.341  -3.195  -6.088  0.122
H  -0.792  -2.231  -5.141  0.109
H  1.399  -3.941  -3.905  0.135
H  -0.181  -4.597  -4.321  0.124
H  0.042  -2.346  -2.369  0.125
H  -0.866  -5.144  -2.466  0.138
H  -1.555  -6.342  -0.895  0.126
H  -1.677  -8.010  0.895  0.082
H  -3.171  -7.396  1.601  0.089
H  -1.711  -7.490  2.583  0.083
H  -1.825  -5.055  3.138  0.132
H  -1.293  -2.862  3.813  0.143
H  -0.813  -0.604  4.446  0.137
H  -2.120  0.173  3.527  0.131
H  -0.106  1.649  3.470  0.161
H  -0.504  2.001  1.336  0.103
H  1.272  -0.811  3.328  0.130
H  2.006  0.789  3.105  0.102
H  3.532  -0.327  1.711  0.151
H  5.235  -0.550  0.135  0.131
O  0.744  3.864  0.308  -0.435
As  2.302  3.155  1.172  1.056
O  2.998  4.491  1.816  -0.610
O  -0.709  1.074  1.557  -0.128
C  3.181  3.077  -0.636  -0.295
C  4.546  3.317  -0.780  -0.082
C  5.116  3.460  -2.031  -0.060
C  4.326  3.444  -3.168  -0.062
C  2.966  3.230  -3.063  -0.071
C  2.411  3.003  -1.808  -0.264
S  0.675  2.495  -1.866  0.851
O  0.850  1.522  -3.202  -0.227
O  -0.316  3.339  -2.428  -0.185
O  0.275  1.488  -0.824  -0.408
H  0.792  4.829  0.226  0.047
H  5.144  3.429  0.117  0.110
H  6.183  3.618  -2.118  0.114
H  4.767  3.617  -4.139  0.116
H  2.323  3.245  -3.932  0.126
C  -5.151  -2.386  1.013  -0.073
C  -4.453  -1.352  1.662  -0.068
C  -3.496  -0.642  0.990  -0.050
C  -3.179  -0.924  -0.359  -0.174
C  -2.086  -0.263  -1.022  -0.127
C  -2.066  -0.371  -2.398  -0.103
C  -2.978  -1.179  -3.113  -0.077
C  -3.876  -1.963  -2.453  -0.026
C  -4.005  -1.850  -1.049  -0.169
C  -4.961  -2.597  -0.324  -0.031
H  -5.869  -2.974  1.567  0.106
H  -4.690  -1.109  2.690  0.109
H  -3.005  0.204  1.445  0.094
H  -1.339  0.208  -2.951  0.075
H  -2.938  -1.202  -4.195  0.102
H  -4.529  -2.643  -2.987  0.117
H  -5.565  -3.322  -0.856  0.114

***

Question: Among the records above, which one has the highest charge?
Answer: C40H40AsHfN4O3S

***

Question: The lowest Kohn-Sham gap belongs to which entry?
Answer: C40H40AsN4O8STi